ORCA calculation (the ωB97M-V functional and the def2-TZVPD basis) on a 7-piece molecular cluster, ClH12O6 overall.

Computed properties:
multiplicity	1
energy above the lowest of the compared OMol25 structures with the same formula, charge and spin	2.5	kcal/mol
charge	-1
LUMO level	3.41	eV
frontier orbital gap	9.99	eV

Cartesian coordinates (Å):
Cl  -0.129  -0.466  -0.573
O  0.473  -3.516  1.028
H  0.620  -2.665  0.590
H  -0.278  -3.342  1.602
O  -0.173  2.771  -1.099
H  0.497  3.131  -0.511
H  -0.339  1.876  -0.744
O  -2.042  1.564  1.590
H  -1.284  2.049  1.931
H  -1.643  0.811  1.133
O  2.736  -0.432  -2.028
H  2.936  0.509  -2.018
H  1.812  -0.470  -1.707
O  1.904  0.451  1.770
H  2.772  0.343  1.372
H  1.297  0.089  1.097
O  -3.225  -0.964  -1.498
H  -2.288  -1.070  -1.247
H  -3.648  -0.668  -0.687